{
  "formula": "C53H69N8O19",
  "method": "the ωB97M-V functional and the def2-TZVPD basis",
  "charge": -1,
  "orbital_gap_ev": 1.4,
  "relative_energy_kj_mol": 520.1,
  "homo_ev": -0.549,
  "e_lumo_ha": 0.0326,
  "symbols": ["C", "C", "N", "C", "C", "N", "C", "C", "H", "H", "H", "H", "H", "H", "H", "H", "H", "H", "H", "O", "C", "C", "O", "H", "H", "H", "H", "C", "C", "C", "C", "C", "C", "O", "O", "H", "H", "H", "H", "H", "H", "C", "C", "C", "C", "C", "C", "O", "O", "H", "H", "H", "H", "H", "H", "C", "C", "C", "C", "C", "C", "O", "O", "H", "H", "H", "H", "H", "H", "C", "C", "C", "C", "C", "C", "O", "O", "H", "H", "H", "H", "H", "H", "C", "C", "C", "C", "C", "C", "O", "O", "H", "H", "H", "H", "H", "H", "C", "C", "C", "C", "C", "C", "O", "O", "H", "H", "H", "H", "H", "H", "C", "C", "C", "C", "C", "C", "O", "O", "H", "H", "H", "H", "H", "H", "C", "O", "N", "N", "H", "H", "H", "H", "C", "O", "N", "N", "H", "H", "H", "H", "C", "O", "N", "N", "H", "H", "H", "H"],
  "coordinates": [[-2.97819, -0.54880, 1.03590], [-2.64828, -0.71912, -0.48727], [-1.23877, -0.52110, -0.89045], [-0.20703, -1.32509, -0.49716], [0.98672, -0.80916, -1.00067], [0.70307, 0.40556, -1.48854], [-0.72125, 0.49376, -1.56128], [1.73413, 1.30625, -1.99731], [-4.01998, -0.71625, 1.30928], [-2.66019, 0.46678, 1.27165], [-2.39555, -1.27553, 1.60203], [-3.22432, 0.07039, -0.96992], [-3.07304, -1.67501, -0.79379], [-0.37055, -2.11515, 0.22081], [2.02080, -1.09435, -0.87519], [-1.30975, 1.36034, -1.82416], [1.45570, 2.34253, -2.18885], [1.90396, 0.90301, -2.99563], [2.58759, 1.33024, -1.31972], [8.08308, -0.73741, -6.14169], [7.81561, 0.43383, -5.50646], [7.99091, 0.58675, -3.91525], [7.48177, -0.33137, -3.02585], [6.80579, 0.69602, -5.82206], [8.28482, 1.28678, -5.99678], [7.87793, 1.61105, -3.56010], [9.07398, 0.47568, -3.86304], [-3.22227, -5.70560, 8.85176], [-4.23128, -5.17706, 7.99318], [-4.06203, -4.11657, 7.13661], [-2.82045, -3.54160, 7.24371], [-1.70407, -3.97484, 8.00711], [-1.95835, -5.04139, 8.88166], [-0.93464, -5.50641, 9.64971], [-4.95644, -3.77916, 6.17121], [-3.45794, -6.43948, 9.60825], [-5.20357, -5.64504, 8.03831], [-2.60335, -2.64233, 6.68641], [-0.78200, -3.44082, 7.83102], [-0.12461, -4.99811, 9.73385], [-5.68623, -4.38422, 6.01984], [-0.62363, 3.75579, 5.61810], [-0.17200, 2.49832, 5.51267], [0.74256, 2.13976, 4.57086], [1.11670, 2.99931, 3.59542], [0.47905, 4.21642, 3.55160], [-0.38013, 4.66524, 4.60751], [-0.86771, 5.90632, 4.58719], [1.22677, 0.85138, 4.64460], [-1.17496, 3.95162, 6.52589], [-0.45669, 1.79903, 6.28492], [1.90612, 2.77104, 2.89463], [0.69883, 5.00617, 2.84847], [-0.54129, 6.46923, 3.88137], [2.14344, 0.76889, 4.37165], [3.27144, -6.41607, 1.79613], [2.71685, -6.40007, 3.08490], [2.77207, -7.59999, 3.83492], [3.24225, -8.79401, 3.32373], [3.90911, -8.69729, 2.02488], [3.94794, -7.54662, 1.36392], [4.61889, -7.51631, 0.12120], [2.25608, -7.33159, 5.00851], [3.26650, -5.53627, 1.16977], [2.32348, -5.47367, 3.47662], [3.02974, -9.77258, 3.72825], [4.48427, -9.52659, 1.64038], [5.10689, -8.34301, 0.12712], [2.88957, -7.50002, 5.70987], [-0.19025, 6.53798, -6.14958], [-1.04294, 6.66022, -5.00226], [-0.40355, 7.07282, -3.88387], [0.96494, 7.37891, -3.84821], [1.76757, 7.09575, -4.94889], [1.15678, 6.67129, -6.10437], [1.94703, 6.47923, -7.18166], [-1.20368, 7.19215, -2.77477], [-0.82919, 6.36714, -7.00339], [-2.10923, 6.51449, -5.09281], [1.36668, 7.69399, -2.89651], [2.84009, 7.16400, -4.84196], [2.84641, 6.79769, -7.07540], [-0.91919, 7.91072, -2.20527], [8.24555, 1.63683, 3.16608], [9.00691, 2.29210, 4.16937], [8.86896, 1.79766, 5.51033], [8.12521, 0.67693, 5.80160], [7.31231, 0.06854, 4.75632], [7.40830, 0.62214, 3.48050], [6.66308, 0.01194, 2.47108], [9.68848, 2.34143, 6.50504], [8.27498, 1.79639, 2.09834], [9.59657, 3.17485, 3.97077], [8.11615, 0.23467, 6.78685], [6.57639, -0.70616, 4.91338], [6.87150, 0.06590, 1.53553], [10.33765, 2.98010, 6.20125], [-4.94244, -0.91024, -7.50850], [-5.72800, -2.04689, -7.60460], [-7.01629, -2.13717, -7.10219], [-7.45487, -1.15324, -6.23963], [-6.64102, -0.09724, -5.96685], [-5.41218, 0.08544, -6.59120], [-4.60513, 1.13839, -6.28346], [-7.88660, -3.18543, -7.27408], [-4.04859, -0.88944, -8.11430], [-5.37979, -2.88611, -8.18843], [-8.46745, -1.43663, -5.99309], [-6.98609, 0.72837, -5.36213], [-3.71798, 1.10738, -6.64898], [-7.46502, -3.83732, -7.83881], [-8.77209, 3.85360, -0.50655], [-7.53874, 4.08602, 0.11733], [-6.73391, 5.13115, -0.32286], [-7.22072, 6.12081, -1.14230], [-8.43190, 5.89308, -1.77820], [-9.29134, 4.81761, -1.43494], [-10.48490, 4.60978, -2.06587], [-5.49922, 5.33019, 0.20937], [-9.40611, 3.01853, -0.24758], [-7.12834, 3.48659, 0.91650], [-6.73148, 7.05183, -1.38776], [-8.71704, 6.54467, -2.59093], [-11.10190, 4.03000, -1.61338], [-4.82146, 5.70890, -0.35526], [-3.15685, -7.50988, 1.60813], [-2.70388, -6.72952, 0.81246], [-3.18843, -7.39413, 2.89032], [-3.82793, -8.55357, 1.33337], [-3.59299, -8.16835, 3.39728], [-2.53744, -6.85534, 3.44351], [-4.33278, -9.17092, 1.95313], [-3.97022, -8.58822, 0.33404], [7.27351, 7.18381, -3.04884], [8.02716, 6.63827, -3.82115], [6.77743, 6.65984, -1.97268], [6.95616, 8.44665, -3.20890], [7.27824, 5.80817, -1.76303], [6.32899, 7.28017, -1.31375], [6.59065, 8.90196, -2.38477], [7.35408, 8.84663, -4.04662], [-1.57306, -5.29496, -5.24216], [-1.47719, -4.68785, -6.27718], [-0.85520, -6.26115, -4.83238], [-2.51797, -5.16094, -4.40778], [-0.00085, -6.46830, -5.32964], [-1.07699, -6.69108, -3.94577], [-3.01832, -4.31773, -4.65014], [-2.55237, -5.45823, -3.44314]],
  "forces_ev_per_angstrom": [[1.616, -0.028, -0.802], [-1.215, 0.678, 0.614], [-0.093, -1.068, 1.394], [1.423, -0.739, -0.142], [-1.139, -0.796, 1.991], [-3.429, 1.299, -0.480], [2.132, 1.812, -0.339], [-0.354, -0.062, -1.122], [-0.055, 0.131, -0.546], [-0.159, -0.086, 0.542], [0.082, 0.172, 0.199], [0.126, -0.147, -0.422], [0.618, -0.106, -0.480], [0.070, -0.229, -0.486], [-0.226, -0.302, 0.060], [0.446, -0.046, -0.174], [-0.708, -0.202, 0.489], [1.066, 0.103, -0.060], [-0.039, -0.411, -0.330], [0.390, 0.797, 1.142], [-0.775, -1.322, -1.866], [0.571, -2.111, 1.718], [-0.314, 1.144, -1.186], [-1.561, 0.105, 0.883], [1.398, 0.712, 0.357], [-0.860, 0.880, -0.487], [0.966, -0.162, -0.350], [0.478, 2.314, -0.390], [0.140, -1.650, 1.415], [0.703, -1.521, 0.552], [1.968, 1.665, -0.660], [-3.237, -0.388, -0.329], [0.676, 0.195, -1.044], [-0.519, -1.485, 1.041], [0.141, 1.296, -0.311], [0.056, -0.233, -0.223], [-0.185, -0.259, -0.028], [-0.197, 0.044, -0.545], [0.175, -0.200, 0.506], [-0.431, 0.540, -0.560], [0.234, -0.319, 0.551], [-1.474, 1.833, 0.479], [0.471, -1.580, 0.933], [0.584, -2.002, 0.107], [0.231, 0.994, -0.992], [-0.883, 1.795, 1.489], [1.927, -1.585, -1.944], [-1.073, 1.127, 0.941], [-0.142, -0.444, 0.256], [-0.357, 0.609, -0.203], [0.193, -0.228, -0.018], [-0.083, -0.184, -0.185], [0.329, -0.254, -0.518], [0.254, -0.391, -0.157], [0.038, 0.285, -0.208], [-0.381, 0.750, 1.176], [1.650, -1.068, -2.869], [0.405, 1.441, -2.712], [0.697, 0.757, -2.128], [-0.837, -1.922, 3.438], [0.417, 1.281, -2.665], [-0.631, 0.296, 1.320], [-1.434, -0.795, 4.038], [0.036, 0.075, -0.037], [-0.176, -0.260, 0.249], [0.354, 0.124, 0.519], [-0.281, -0.416, 0.001], [0.248, -0.007, -0.495], [-0.089, -0.259, 0.166], [-3.447, -0.432, 0.559], [2.234, 0.025, -2.172], [-0.093, 0.731, 1.201], [-0.286, -0.849, -0.093], [-0.690, 0.452, 1.995], [1.451, 0.547, -0.157], [-0.374, -0.563, -1.615], [-0.288, 0.155, 0.704], [0.916, -0.328, -0.781], [0.083, -0.008, 0.198], [0.262, 0.064, 0.016], [0.122, 0.152, -0.242], [-0.099, 0.027, 0.391], [0.214, -0.003, 0.019], [1.583, 1.556, 0.636], [-1.805, -1.482, 0.434], [2.088, 1.096, -1.434], [-1.870, -1.104, -1.629], [1.185, 1.997, 0.895], [-0.975, -2.235, -0.718], [-0.904, -0.488, 1.431], [-0.884, -0.595, 0.439], [0.447, 0.857, -0.016], [0.196, -0.103, -0.108], [0.053, 0.194, 0.112], [0.315, -0.238, 0.260], [0.816, 0.610, 0.144], [-0.257, -0.088, -0.543], [-1.501, 0.266, 1.549], [-0.431, -0.757, -1.232], [0.794, 0.304, 0.914], [-0.529, -1.624, -1.352], [0.221, 1.976, 0.321], [1.817, -1.759, -1.607], [-0.825, 0.959, 0.646], [0.413, -0.145, -0.331], [0.299, 0.383, 0.401], [0.237, -0.067, -0.309], [-0.270, 1.138, 1.056], [-0.007, -0.024, 0.339], [-0.144, -0.498, -0.236], [-0.037, -0.167, -0.114], [-0.386, 1.845, -0.253], [0.049, -0.085, -0.773], [0.327, 1.325, 0.389], [-1.294, -0.672, -1.234], [-1.627, -0.554, -0.161], [2.085, -1.239, 0.962], [0.052, 0.823, -0.721], [0.752, -0.882, 1.550], [0.076, -0.169, 0.198], [-0.141, -0.410, -0.131], [0.554, -0.219, 0.104], [-0.341, 0.257, 0.132], [0.433, -0.101, 0.368], [-0.522, 0.070, -0.448], [1.017, 2.601, -0.041], [1.042, 0.953, -1.311], [0.979, 1.399, 6.587], [-3.055, -5.106, -4.705], [0.320, 0.431, 0.169], [-0.081, 0.197, -0.479], [0.276, 0.375, -0.359], [-0.488, -0.815, 0.111], [2.021, 0.183, -2.103], [0.514, -1.187, -0.808], [-1.005, -2.204, 2.642], [-1.097, 2.723, -0.522], [-0.582, -0.055, 0.828], [0.213, -0.868, 0.279], [0.167, 0.829, -0.904], [-0.242, 0.612, 0.568], [0.860, 0.433, -2.492], [0.448, 1.143, -1.625], [5.191, -4.703, 0.642], [-6.662, 3.458, 3.365], [-0.128, -0.231, 0.352], [0.635, -0.111, -0.465], [-0.629, -0.094, 0.613], [0.263, 0.133, -0.372]]
}